{
  "formula": "C66H165N11O22",
  "method": "wB97M-V/def2-TZVPD",
  "symbols": ["C", "O", "C", "C", "N", "C", "C", "O", "C", "H", "H", "H", "H", "H", "H", "H", "H", "H", "H", "H", "H", "H", "H", "H", "C", "O", "C", "C", "N", "C", "C", "O", "C", "H", "H", "H", "H", "H", "H", "H", "H", "H", "H", "H", "H", "H", "H", "H", "C", "O", "C", "C", "N", "C", "C", "O", "C", "H", "H", "H", "H", "H", "H", "H", "H", "H", "H", "H", "H", "H", "H", "H", "C", "O", "C", "C", "N", "C", "C", "O", "C", "H", "H", "H", "H", "H", "H", "H", "H", "H", "H", "H", "H", "H", "H", "H", "C", "O", "C", "C", "N", "C", "C", "O", "C", "H", "H", "H", "H", "H", "H", "H", "H", "H", "H", "H", "H", "H", "H", "H", "C", "O", "C", "C", "N", "C", "C", "O", "C", "H", "H", "H", "H", "H", "H", "H", "H", "H", "H", "H", "H", "H", "H", "H", "C", "O", "C", "C", "N", "C", "C", "O", "C", "H", "H", "H", "H", "H", "H", "H", "H", "H", "H", "H", "H", "H", "H", "H", "C", "O", "C", "C", "N", "C", "C", "O", "C", "H", "H", "H", "H", "H", "H", "H", "H", "H", "H", "H", "H", "H", "H", "H", "C", "O", "C", "C", "N", "C", "C", "O", "C", "H", "H", "H", "H", "H", "H", "H", "H", "H", "H", "H", "H", "H", "H", "H", "C", "O", "C", "C", "N", "C", "C", "O", "C", "H", "H", "H", "H", "H", "H", "H", "H", "H", "H", "H", "H", "H", "H", "H", "C", "O", "C", "C", "N", "C", "C", "O", "C", "H", "H", "H", "H", "H", "H", "H", "H", "H", "H", "H", "H", "H", "H", "H"],
  "coordinates": [[2.307, 1.243, -7.021], [3.706, 1.002, -6.805], [4.473, 1.049, -8.037], [5.923, 0.785, -7.688], [6.492, 1.827, -6.885], [7.968, 1.803, -6.694], [8.271, 2.521, -5.390], [7.813, 1.736, -4.354], [8.130, 2.326, -3.155], [1.876, 1.195, -6.029], [1.872, 0.489, -7.680], [2.222, 2.234, -7.507], [4.315, 2.055, -8.438], [4.108, 0.349, -8.811], [6.416, 0.568, -8.647], [5.852, -0.171, -7.133], [6.030, 1.828, -5.978], [8.482, 2.359, -7.489], [8.410, 0.832, -6.578], [7.663, 3.384, -5.483], [9.342, 2.728, -5.259], [7.363, 3.057, -2.867], [9.138, 2.744, -3.065], [8.131, 1.540, -2.373], [3.330, 1.137, 4.452], [3.222, -0.169, 4.106], [2.470, -0.445, 2.936], [2.340, -1.912, 2.796], [1.449, -2.543, 3.828], [2.005, -2.584, 5.189], [1.185, -3.619, 5.995], [1.288, -3.371, 7.368], [2.635, -3.518, 7.846], [3.803, 1.211, 5.426], [2.315, 1.528, 4.577], [3.878, 1.736, 3.704], [3.089, -0.087, 2.091], [1.556, 0.148, 3.059], [3.337, -2.380, 2.932], [2.017, -2.177, 1.815], [0.525, -2.102, 3.860], [1.993, -1.627, 5.721], [3.024, -2.914, 5.053], [1.524, -4.644, 5.765], [0.138, -3.596, 5.688], [3.100, -4.439, 7.508], [2.607, -3.459, 8.920], [3.268, -2.724, 7.443], [-0.771, -3.535, -4.699], [-0.421, -4.584, -5.510], [-0.775, -5.763, -4.833], [-0.342, -6.943, -5.736], [1.020, -6.756, -6.103], [1.493, -7.743, -7.073], [2.902, -7.545, -7.517], [3.053, -6.274, -8.078], [4.393, -6.075, -8.348], [-0.146, -3.633, -3.791], [-1.848, -3.428, -4.362], [-0.427, -2.623, -5.205], [-1.872, -5.741, -4.641], [-0.198, -5.859, -3.889], [-0.964, -7.021, -6.649], [-0.421, -7.884, -5.132], [1.118, -5.837, -6.552], [0.843, -7.680, -7.994], [1.350, -8.747, -6.642], [3.140, -8.336, -8.242], [3.552, -7.640, -6.644], [4.886, -6.813, -8.968], [4.967, -6.125, -7.413], [4.599, -5.078, -8.799], [5.548, 7.964, -5.865], [4.765, 6.972, -5.243], [4.970, 6.788, -3.904], [4.201, 5.484, -3.427], [4.357, 5.156, -2.005], [3.512, 4.075, -1.624], [3.436, 2.901, -2.566], [4.734, 2.474, -2.816], [4.636, 1.178, -3.438], [5.234, 7.965, -6.910], [6.634, 7.687, -5.890], [5.539, 8.976, -5.487], [4.638, 7.678, -3.293], [6.077, 6.764, -3.703], [4.430, 4.651, -4.091], [3.154, 5.670, -3.641], [5.316, 5.002, -1.799], [2.490, 4.446, -1.523], [3.830, 3.675, -0.657], [2.913, 3.117, -3.555], [2.887, 2.128, -2.031], [5.623, 0.853, -3.749], [4.013, 1.296, -4.340], [4.147, 0.484, -2.763], [-2.376, -2.955, 3.342], [-1.905, -1.579, 3.493], [-2.817, -0.624, 2.961], [-2.764, -0.554, 1.427], [-1.411, -0.423, 0.967], [-1.233, -0.759, -0.439], [0.236, -0.673, -0.919], [0.248, -1.006, -2.303], [1.469, -1.016, -2.884], [-2.848, -3.015, 2.359], [-3.076, -3.227, 4.134], [-1.522, -3.638, 3.369], [-2.604, 0.358, 3.402], [-3.855, -0.846, 3.270], [-3.330, 0.327, 1.147], [-3.273, -1.404, 0.993], [-0.792, -1.034, 1.527], [-1.814, -0.026, -1.029], [-1.692, -1.748, -0.691], [0.891, -1.382, -0.349], [0.701, 0.294, -0.767], [1.991, -0.044, -2.674], [1.276, -1.076, -3.985], [2.065, -1.837, -2.418], [-2.948, 4.387, 1.236], [-1.967, 4.253, 2.303], [-1.309, 2.970, 2.180], [-0.253, 2.967, 1.044], [0.829, 3.998, 1.180], [1.947, 3.456, 1.895], [3.003, 4.599, 2.047], [2.597, 5.506, 3.050], [3.140, 6.781, 2.889], [-3.668, 3.566, 1.341], [-2.512, 4.344, 0.231], [-3.348, 5.377, 1.398], [-2.053, 2.188, 1.964], [-0.843, 2.812, 3.139], [-0.748, 2.964, 0.070], [0.279, 2.018, 1.001], [0.488, 4.776, 1.712], [2.410, 2.662, 1.318], [1.606, 3.072, 2.865], [2.938, 5.134, 1.104], [4.040, 4.250, 2.136], [4.245, 6.908, 2.890], [2.873, 7.315, 3.807], [2.797, 7.335, 2.004], [-5.332, -2.749, 6.114], [-5.116, -3.090, 7.462], [-4.384, -2.159, 8.141], [-5.189, -0.862, 8.460], [-5.217, 0.215, 7.488], [-4.029, 0.985, 7.229], [-4.373, 2.161, 6.266], [-4.840, 1.595, 5.086], [-4.934, 2.548, 4.017], [-4.454, -2.226, 5.677], [-6.280, -2.142, 5.984], [-5.513, -3.662, 5.596], [-3.368, -1.996, 7.706], [-4.235, -2.654, 9.084], [-4.761, -0.371, 9.361], [-6.230, -1.103, 8.697], [-5.771, 0.123, 6.655], [-3.225, 0.340, 6.834], [-3.623, 1.467, 8.116], [-3.464, 2.737, 6.049], [-5.175, 2.740, 6.754], [-5.371, 2.007, 3.136], [-3.963, 2.979, 3.740], [-5.688, 3.342, 4.172], [-0.504, 0.698, 5.224], [0.665, 0.471, 5.988], [0.290, 0.042, 7.287], [1.555, 0.193, 8.118], [1.953, 1.597, 8.215], [3.317, 1.774, 8.689], [3.783, 3.161, 8.458], [3.749, 3.373, 7.024], [3.828, 4.730, 6.708], [-1.148, 1.490, 5.654], [-1.146, -0.201, 5.114], [-0.278, 1.044, 4.198], [-0.096, -0.984, 7.286], [-0.459, 0.760, 7.657], [2.300, -0.439, 7.602], [1.485, -0.158, 9.163], [1.803, 2.078, 7.332], [3.948, 0.969, 8.237], [3.341, 1.599, 9.792], [4.765, 3.421, 8.857], [3.071, 3.850, 8.946], [4.752, 5.175, 7.069], [2.965, 5.315, 7.035], [3.885, 4.797, 5.620], [-3.979, -6.611, 5.505], [-4.255, -5.695, 4.536], [-5.566, -5.854, 4.031], [-5.902, -4.758, 2.989], [-5.207, -5.021, 1.695], [-5.306, -3.818, 0.793], [-4.578, -4.100, -0.518], [-3.183, -4.321, -0.171], [-2.602, -4.833, -1.345], [-3.107, -6.318, 6.067], [-3.769, -7.602, 5.118], [-4.833, -6.640, 6.209], [-6.258, -5.787, 4.888], [-5.670, -6.831, 3.549], [-5.624, -3.733, 3.347], [-6.963, -4.786, 2.791], [-4.238, -5.085, 2.009], [-4.810, -2.929, 1.254], [-6.340, -3.625, 0.614], [-4.604, -3.254, -1.237], [-4.985, -5.000, -1.044], [-1.522, -4.835, -1.229], [-2.838, -4.091, -2.141], [-2.972, -5.846, -1.623], [-2.083, 6.090, -2.332], [-1.798, 4.682, -2.262], [-0.431, 4.410, -2.330], [-0.270, 2.921, -2.680], [-0.842, 2.683, -4.005], [-0.505, 1.380, -4.518], [-1.236, 1.104, -5.818], [-1.054, -0.318, -6.055], [-1.658, -0.739, -7.246], [-1.510, 6.625, -1.568], [-3.159, 6.262, -2.123], [-1.827, 6.628, -3.305], [0.084, 4.617, -1.377], [0.027, 4.922, -3.166], [-0.778, 2.272, -1.950], [0.828, 2.781, -2.602], [-0.454, 3.447, -4.585], [-0.675, 0.602, -3.765], [0.585, 1.261, -4.660], [-0.792, 1.694, -6.650], [-2.321, 1.309, -5.711], [-2.709, -0.386, -7.295], [-1.639, -1.807, -7.439], [-1.195, -0.324, -8.136], [-4.916, -4.243, -4.728], [-4.523, -3.031, -4.172], [-4.631, -1.943, -5.064], [-4.185, -0.680, -4.385], [-5.110, -0.254, -3.319], [-4.477, 0.663, -2.351], [-5.419, 0.872, -1.154], [-5.698, -0.424, -0.586], [-6.606, -0.129, 0.428], [-4.896, -4.997, -3.931], [-4.121, -4.550, -5.427], [-5.869, -4.279, -5.224], [-5.673, -1.902, -5.402], [-3.985, -2.111, -5.972], [-4.135, 0.158, -5.080], [-3.169, -0.779, -3.997], [-5.349, -1.070, -2.763], [-4.357, 1.647, -2.870], [-3.468, 0.284, -2.140], [-6.364, 1.307, -1.486], [-4.940, 1.476, -0.360], [-7.537, 0.209, -0.026], [-6.258, 0.676, 1.076], [-6.796, -1.029, 1.017]],
  "smiles": "COCCNCCOC.COCCNCCOC.COCCNCCOC.COCCNCCOC.COCCNCCOC.COCCNCCOC.COCCNCCOC.COCCNCCOC.COCCNCCOC.COCCNCCOC.COCCNCCOC",
  "spin_multiplicity": 1,
  "max_force_ev_per_a": 2.94,
  "e_tot_ev": -132537.7677
}